Entry A
ORCA calculation (the ωB97M-V functional and the def2-TZVPD basis) on an isolated ion of composition C3HO3 and charge -1.

Results
SMILES string   O=C1O/C1=C/[O-]
E_LUMO   4.341 eV
Total charge   -1
HOMO   -3.2 eV
Kohn-Sham gap   7.5 eV

Geometry (Å):
O: -2.399 0.270 0.507
C: -1.371 -0.152 0.048
O: -0.791 -1.355 -0.084
C: -0.209 -0.047 -0.696
C: 1.231 0.357 -0.012
O: 1.706 1.474 0.030
H: 1.833 -0.547 0.207

=====

Entry B
ORCA calculation (the ωB97M-V functional and the def2-TZVPD basis) on an isolated ion of composition C3HO3 and charge -1.

Results
SMILES string   O=C=CC(=O)[O-]
E_LUMO   4.183 eV
Total charge   -1
HOMO   -3.8 eV
Kohn-Sham gap   7.9 eV

Geometry (Å):
O: 0.917 2.046 -0.684
C: 0.167 1.348 -0.084
C: -0.503 0.424 0.576
C: 0.232 -0.934 -0.212
O: -0.391 -1.188 -1.226
O: 1.075 -1.585 0.339
H: -1.496 -0.112 1.291

=====

Which of them is the least stable? Correct choice: entry A.

=====

Entry A
ORCA calculation (the ωB97M-V functional and the def2-TZVPD basis) on a 2-piece molecular cluster, C3HO3 overall.

Results
E_LUMO (alpha / beta)   1.451 / 1.206 eV
Total charge   -1
HOMO (alpha / beta)   -5.3 / -5.5 eV
Kohn-Sham gap (alpha / beta)   6.7 / 6.7 eV

Geometry (Å):
C: 0.364 0.589 0.340
C: 1.811 0.045 -0.150
C: -0.660 1.110 0.626
O: -3.326 -0.894 -0.279
O: 2.624 0.913 -0.176
O: 1.644 -1.144 -0.243
H: -2.457 -0.620 -0.119

=====

Entry B
ORCA calculation (the ωB97M-V functional and the def2-TZVPD basis) on a 2-piece molecular cluster, C3HO3 overall.

Results
E_LUMO (alpha / beta)   4.318 / 4.323 eV
Total charge   -1
HOMO (alpha / beta)   -2.4 / -3.0 eV
Kohn-Sham gap (alpha / beta)   6.8 / 7.3 eV

Geometry (Å):
C: 1.474 0.306 -0.131
C: -0.813 -0.334 -1.072
C: -1.453 -0.046 0.139
O: -2.007 0.602 0.987
O: -1.204 -1.364 -0.053
O: 2.006 1.384 -0.234
H: 1.999 -0.548 0.364

=====

Which of them is the least stable? Correct choice: entry A.

=====

Entry A
ORCA calculation (the ωB97M-V functional and the def2-TZVPD basis) on one molecule with the formula C18H17N3O3S.

Results
SMILES string   Cc1cc2nc(SCC(=O)Nc3ccccc3C(=O)O)[nH]c2cc1C
E_LUMO   -0.411 eV
HOMO   -7.7 eV
Kohn-Sham gap   7.3 eV

Geometry (Å):
C: -3.769 -1.538 1.934
C: -3.045 -0.517 0.951
C: -1.872 0.211 1.322
C: -1.412 1.037 0.482
N: -0.325 1.789 0.515
C: -0.214 2.599 -0.414
S: 1.008 3.555 -0.713
C: 2.150 3.146 0.684
C: 3.106 2.140 0.572
O: 4.401 2.480 0.744
N: 2.582 1.078 0.146
C: 3.166 -0.215 -0.190
C: 4.420 -0.338 0.431
C: 5.089 -1.578 0.239
C: 4.282 -2.716 -0.102
C: 3.033 -2.395 -0.893
C: 2.536 -1.276 -0.591
C: 1.078 -1.316 -1.050
O: 0.596 0.083 -1.410
O: 0.296 -2.311 -1.000
N: -1.254 2.141 -1.420
C: -2.059 1.199 -0.876
C: -3.308 0.669 -1.069
C: -3.900 -0.318 -0.109
C: -5.099 -0.863 -0.804
H: -4.944 -1.112 2.233
H: -3.148 -1.743 2.912
H: -4.031 -2.428 1.583
H: -1.576 -0.076 2.305
H: 1.466 3.267 1.479
H: 2.662 4.250 0.666
H: 1.594 0.978 -0.227
H: 5.099 0.268 0.618
H: 6.155 -1.797 0.495
H: 4.753 -3.775 -0.468
H: 2.451 -3.276 -1.070
H: -0.491 -2.129 -1.350
H: -1.369 2.747 -1.957
H: -3.823 1.093 -2.167
H: -5.465 -0.509 -1.750
H: -5.829 -0.739 0.035
H: -4.990 -1.763 -0.714

=====

Entry B
ORCA calculation (the ωB97M-V functional and the def2-TZVPD basis) on one molecule with the formula C18H17N3O3S.

Results
SMILES string   Cc1ccc2nc(NC(=O)CN3C(=O)[C@H]4CC=CC[C@H]4C3=O)sc2c1
E_LUMO   0.484 eV
HOMO   -8.1 eV
Kohn-Sham gap   8.6 eV

Geometry (Å):
C: 4.114 5.508 2.196
C: 3.606 4.207 1.651
C: 4.028 3.773 0.389
C: 3.597 2.584 -0.153
C: 2.716 1.792 0.578
N: 2.199 0.590 0.183
C: 1.419 0.108 1.079
N: 0.774 -1.093 0.930
C: -0.071 -1.593 1.870
O: -0.308 -1.032 2.914
C: -0.686 -2.942 1.486
N: -1.511 -2.857 0.299
C: -2.903 -2.849 0.355
O: -3.541 -3.015 1.355
C: -3.382 -2.530 -1.044
C: -3.627 -1.011 -1.089
C: -3.686 -0.522 -2.502
C: -2.956 -1.062 -3.462
C: -2.015 -2.206 -3.258
C: -2.201 -2.946 -1.926
C: -1.023 -2.812 -0.984
O: 0.148 -2.714 -1.268
S: 1.197 1.057 2.546
C: 2.289 2.227 1.850
C: 2.730 3.425 2.384
H: 5.187 5.448 2.373
H: 3.939 6.313 1.484
H: 3.622 5.756 3.133
H: 4.712 4.395 -0.170
H: 3.924 2.253 -1.126
H: 0.940 -1.599 0.058
H: -1.329 -3.273 2.306
H: 0.117 -3.666 1.314
H: -4.306 -3.054 -1.288
H: -4.551 -0.780 -0.557
H: -2.813 -0.493 -0.568
H: -4.340 0.312 -2.701
H: -3.002 -0.681 -4.471
H: -2.131 -2.903 -4.090
H: -0.986 -1.833 -3.304
H: -2.284 -4.020 -2.131
H: 2.391 3.740 3.360

=====

Which of them is the least stable? Correct choice: entry A.

=====

Entry A
ORCA calculation (the ωB97M-V functional and the def2-TZVPD basis) on one molecule with the formula C4H10O.

Results
SMILES string   CC[C@@H](C)O
E_LUMO   1.005 eV
HOMO   -10.3 eV
Kohn-Sham gap   11.3 eV

Geometry (Å):
C: -1.304 0.116 1.531
C: -0.391 0.749 0.482
C: -0.062 -0.246 -0.628
C: 0.941 0.256 -1.666
O: 0.450 -1.406 0.020
H: -0.841 -0.795 1.916
H: -2.269 -0.163 1.090
H: -1.497 0.791 2.370
H: -0.861 1.638 0.041
H: 0.545 1.081 0.952
H: -1.006 -0.494 -1.144
H: 0.488 0.954 -2.378
H: 1.801 0.743 -1.194
H: 1.319 -0.599 -2.239
H: 0.561 -2.089 -0.651

=====

Entry B
ORCA calculation (the ωB97M-V functional and the def2-TZVPD basis) on a 2-piece molecular cluster, C4H10O overall.

Results
SMILES string   C=CCC.O
E_LUMO   0.652 eV
HOMO   -9.2 eV
Kohn-Sham gap   9.9 eV

Geometry (Å):
C: 0.725 2.488 0.725
C: 1.318 1.308 1.062
C: 0.992 -0.057 0.494
C: 0.629 -0.047 -0.993
H: 1.150 3.455 1.129
H: -0.232 2.368 0.031
H: 1.861 1.473 2.011
H: 1.964 -0.396 0.595
H: 0.144 -0.196 1.176
H: 1.529 0.206 -1.642
H: 0.526 -1.003 -1.434
H: -0.176 0.658 -1.320
O: -3.590 -3.540 -0.991
H: -2.643 -3.406 -0.642
H: -4.196 -3.308 -0.203

=====

Entry C
ORCA calculation (the ωB97M-V functional and the def2-TZVPD basis) on a 2-piece molecular cluster, C4H10O overall.

Results
SMILES string   C=CO.CC
E_LUMO   0.605 eV
HOMO   -9.2 eV
Kohn-Sham gap   9.8 eV

Geometry (Å):
C: 0.347 4.962 -0.375
C: 0.898 3.822 0.037
O: 1.032 2.818 -0.881
H: 0.370 5.952 0.051
H: 0.100 5.026 -1.436
H: 1.020 3.621 1.097
H: 0.771 1.967 -0.549
C: -0.622 -4.244 0.229
C: -0.534 -2.740 0.150
H: -0.999 -4.766 -0.648
H: -1.253 -4.662 1.033
H: 0.315 -4.673 0.622
H: 0.088 -2.249 0.901
H: -0.049 -2.472 -0.783
H: -1.483 -2.359 0.552

=====

Which of them is the least stable? Correct choice: entry B.

=====

Entry A
ORCA calculation (the ωB97M-V functional and the def2-TZVPD basis) on one molecule with the formula C4H10O.

Results
SMILES string   CC[C@@H](C)O
E_LUMO   0.989 eV
HOMO   -10.3 eV
Kohn-Sham gap   11.3 eV

Geometry (Å):
C: -1.420 0.483 1.301
C: -0.541 0.789 0.088
C: 0.235 -0.458 -0.336
C: 1.338 -0.204 -1.359
O: 0.800 -0.997 0.854
H: -0.802 0.122 2.127
H: -2.138 -0.311 1.063
H: -1.978 1.362 1.637
H: -1.153 1.136 -0.755
H: 0.166 1.597 0.318
H: -0.492 -1.172 -0.762
H: 0.941 0.059 -2.346
H: 2.001 0.598 -1.019
H: 1.944 -1.111 -1.475
H: 1.097 -1.894 0.665

=====

Entry B
ORCA calculation (the ωB97M-V functional and the def2-TZVPD basis) on C4H10O as an isolated structure.

Results
E_LUMO   0.854 eV
HOMO   -6.8 eV
Kohn-Sham gap   7.6 eV

Geometry (Å):
C: 1.830 0.711 0.391
C: 0.494 -1.110 -0.342
C: -0.538 -0.129 -0.466
C: -1.939 -0.398 0.059
O: 0.043 0.998 0.513
H: 1.955 1.525 1.113
H: 2.065 1.021 -0.623
H: 2.398 -0.155 0.701
H: 1.033 -1.431 -1.229
H: 0.362 -1.878 0.423
H: -0.556 0.365 -1.445
H: -2.478 -1.020 -0.663
H: -1.892 -0.940 1.009
H: -2.525 0.516 0.211
H: -0.252 1.925 0.347

=====

Which of them is the least stable? Correct choice: entry B.

=====

Entry A
ORCA calculation (the ωB97M-V functional and the def2-TZVPD basis) on a 2-piece molecular cluster, C4H10O overall.

Results
E_LUMO   -3.738 eV
HOMO   -11.2 eV
Kohn-Sham gap   7.5 eV

Geometry (Å):
C: 1.405 -0.450 -0.631
C: 0.646 -0.417 0.691
C: -0.876 -0.585 0.569
C: -1.479 0.446 -0.336
O: 0.847 2.311 -0.129
H: 2.478 -0.303 -0.391
H: 1.151 0.539 -1.112
H: 1.231 -1.301 -1.237
H: 1.044 -1.043 1.482
H: 0.711 0.698 0.908
H: -1.172 -1.651 0.253
H: -2.539 0.546 -0.263
H: -0.877 1.386 -0.054
H: -1.269 0.273 -1.375
H: -1.302 -0.449 1.625

=====

Entry B
ORCA calculation (the ωB97M-V functional and the def2-TZVPD basis) on a 2-piece molecular cluster, C4H10O overall.

Results
SMILES string   C=CC.CO
E_LUMO   0.973 eV
HOMO   -9.5 eV
Kohn-Sham gap   10.5 eV

Geometry (Å):
C: 1.328 1.724 -0.454
C: 1.259 0.390 -0.818
C: 0.211 -0.130 -1.810
H: 2.036 2.053 0.232
H: 0.713 2.367 -0.958
H: 1.995 -0.302 -0.499
H: 0.448 -1.111 -2.220
H: 0.071 0.435 -2.824
H: -0.876 -0.125 -1.412
C: -1.091 -1.279 1.859
O: -1.861 -0.179 1.319
H: -1.873 -1.888 2.352
H: -0.489 -1.043 2.761
H: -0.433 -1.605 0.978
H: -1.439 0.691 1.494

=====

Entry C
ORCA calculation (the ωB97M-V functional and the def2-TZVPD basis) on a 2-piece molecular cluster, C4H10O overall.

Results
SMILES string   C/C=C/C.O
E_LUMO   0.845 eV
HOMO   -8.9 eV
Kohn-Sham gap   9.8 eV

Geometry (Å):
C: -1.160 0.061 -0.401
C: 0.307 -0.024 -0.078
C: 1.271 0.754 -0.596
C: 2.730 0.771 -0.259
H: -1.755 0.537 0.397
H: -1.537 -0.964 -0.557
H: -1.301 0.633 -1.334
H: 0.510 -0.841 0.626
H: 1.017 1.506 -1.356
H: 3.133 1.669 0.239
H: 3.256 0.635 -1.219
H: 2.931 -0.105 0.380
O: -2.821 -1.393 1.586
H: -3.523 -0.900 1.104
H: -3.058 -2.341 1.468

=====

Which of them is the least stable? Correct choice: entry A.

=====

Entry A
ORCA calculation (the ωB97M-V functional and the def2-TZVPD basis) on one molecule with the formula C4H10O.

Results
SMILES string   CCCOC
E_LUMO   1.171 eV
HOMO   -9.8 eV
Kohn-Sham gap   11.0 eV

Geometry (Å):
C: -2.138 0.428 0.547
C: -1.165 -0.361 -0.314
C: 0.252 0.167 -0.120
O: 1.158 -0.754 -0.656
C: 2.438 -0.368 -0.255
H: -2.145 1.486 0.258
H: -3.158 0.045 0.469
H: -1.821 0.365 1.594
H: -1.455 -0.308 -1.375
H: -1.181 -1.426 -0.051
H: 0.574 0.332 0.948
H: 0.376 1.156 -0.601
H: 2.773 0.532 -0.795
H: 2.380 -0.094 0.824
H: 3.111 -1.201 -0.472

=====

Entry B
ORCA calculation (the ωB97M-V functional and the def2-TZVPD basis) on a 2-piece molecular cluster, C4H10O overall.

Results
SMILES string   CC(C)=O.C
E_LUMO   0.822 eV
HOMO   -9.0 eV
Kohn-Sham gap   9.8 eV

Geometry (Å):
C: 0.398 1.400 0.688
C: -0.069 -0.036 0.614
C: -1.521 -0.225 0.238
O: 0.458 -0.887 1.455
H: -0.118 1.855 1.537
H: 0.152 1.968 -0.209
H: 1.467 1.445 0.882
H: -1.824 0.406 -0.596
H: -1.715 -1.272 0.012
H: -2.109 0.047 1.118
C: 0.932 -0.863 -1.201
H: 0.882 -1.086 0.102
H: 0.468 -0.121 -1.842
H: 2.015 -0.782 -1.284
H: 0.584 -1.849 -1.511

=====

Which of them is the least stable? Correct choice: entry B.